[1]
This record from the Open Molecules 2025 dataset describes a molecular structure, C18H33N5O6Pt. The level of theory is the ωB97M-V functional and the def2-TZVPD basis.

Positions of all 63 atoms, in Å:
O: -0.103525 -0.825173 -3.327732
H: 0.064141 -1.233846 -4.211373
Pt: 0.639438 0.074754 0.300870
N: 1.904727 -1.400597 -0.518996
N: -0.544305 -1.640227 0.179451
N: 0.893872 2.194472 0.165958
N: -1.141702 1.015550 0.945660
O: 3.116258 -1.200003 -0.756750
O: 1.996740 2.669530 -0.272583
O: -2.223128 0.390527 1.430012
O: -1.737703 -1.873652 0.677550
C: 0.042161 -2.762959 -0.283273
C: 1.328282 -2.611326 -0.796293
C: -0.049951 3.026658 0.644300
C: -1.165890 2.348730 1.141869
C: 2.061100 -3.584737 -1.632264
H: 1.833666 -3.417761 -2.693507
H: 1.769499 -4.607509 -1.394673
H: 3.136190 -3.472178 -1.491869
C: -0.742163 -4.011286 -0.159155
H: -1.695618 -3.952631 -0.697105
H: -0.957328 -4.255588 0.891904
H: -0.168517 -4.849799 -0.571396
C: 0.224590 4.479452 0.705892
C: -2.242057 2.997811 1.935840
H: 0.682222 4.833536 -0.217423
H: 0.914731 4.725359 1.517521
H: -0.675272 5.077500 0.870249
H: -3.037210 2.307041 2.218098
H: -2.687321 3.838962 1.398143
H: -1.829134 3.434054 2.854781
H: 2.078525 1.246508 -1.492610
H: -2.087865 -0.683690 1.069760
C: -1.799366 -0.090872 -2.491795
H: -2.116697 -1.158502 -2.432331
H: -1.404700 0.620684 -3.182411
H: -2.095580 0.446086 -1.512637
O: 1.226161 0.694465 -1.687193
H: 0.778882 -0.436193 -3.069849
H: 0.514921 1.416935 -1.723946
C: -0.651687 0.831662 4.654838
N: -0.574266 -0.654348 4.621939
C: -1.882952 -1.264900 4.993387
C: -0.068806 -1.162315 3.285607
C: 1.311810 -0.637536 3.063488
C: 2.269963 -0.767942 4.065857
C: 3.509795 -0.145840 3.926749
C: 3.875478 0.537576 2.753139
C: 2.962434 0.581165 1.716378
C: 1.708716 -0.001563 1.902067
H: -1.343373 1.161207 3.872375
H: 0.343644 1.255891 4.498007
H: -1.030996 1.119879 5.640965
H: 0.115431 -0.947933 5.324762
H: -2.626534 -0.997972 4.233802
H: -1.761577 -2.354459 5.045245
H: -2.176620 -0.871283 5.973730
H: -0.093028 -2.260794 3.333391
H: -0.814069 -0.848680 2.550364
H: 2.016176 -1.362943 4.947412
H: 4.214652 -0.193634 4.743019
H: 4.827331 1.026962 2.595928
H: 3.180107 1.065912 0.777957

Cartesian forces (eV/Å) of the 6 atoms listed first:
O 4.1 -1.7 -2.2
H -0.2 0.3 0.8
Pt -3.4 -3.4 0.1
N -0.1 -1.2 1.0
N 1.2 -3.0 -2.0
N -0.1 2.6 0.5

Calculated values
Lowest unoccupied orbital energy (alpha / beta) (eV): -0.2 / -0.2
Total charge: 0
Electronic energy (a.u.): -1549.70578
Spin multiplicity: 3



[2]
This record from the Open Molecules 2025 dataset describes a molecular structure, C26H31F3IrN4O4S3. The level of theory is the ωB97M-V functional and the def2-TZVPD basis.

Positions of all 72 atoms, in Å:
Ir: 0.675743 -0.734458 1.279315
F: 1.002813 3.098603 4.529613
C: 1.974801 3.634934 3.785907
F: 1.569456 4.849007 3.391958
F: 3.048161 3.803386 4.570312
C: 2.321802 2.781581 2.591022
C: 3.409681 3.148993 1.813491
C: 3.774473 2.396520 0.706904
C: 3.018143 1.286455 0.392050
N: 1.952934 0.954971 1.120734
C: 1.600065 1.649827 2.224418
S: 0.240306 0.849757 2.969308
H: 3.980348 4.028186 2.085833
H: 4.623437 2.669153 0.098424
H: 3.235565 0.650131 -0.455926
C: -1.971593 -1.675211 2.788780
C: -0.731628 -2.017259 2.045480
O: -0.496952 -3.034773 1.461556
H: -2.651388 -2.523637 2.798137
H: -2.406370 -0.824390 2.256746
H: -1.741984 -1.348126 3.803028
N: 3.885229 -3.837755 4.496217
C: 3.653809 -2.427153 4.048348
C: 2.568885 -2.503604 2.961590
O: 2.202243 -1.373087 2.553535
O: 2.188207 -3.631280 2.637638
H: 4.857427 -4.133023 4.419383
H: 3.285983 -4.395971 3.843650
H: 3.579075 -4.005133 5.454157
H: 4.572904 -2.014492 3.641026
H: 3.328339 -1.815304 4.884749
O: -0.909352 0.084897 0.261455
S: -0.732854 0.792736 -1.100727
C: -1.901808 -0.073808 -2.156810
C: -1.809556 0.448374 -3.565664
C: -2.958184 0.867218 -4.228546
C: -2.880348 1.333356 -5.532667
C: -1.653694 1.394187 -6.177858
C: -0.503537 0.977407 -5.521714
C: -0.580314 0.501795 -4.221582
C: -1.540532 2.389168 -0.814578
C: -2.944004 2.295586 -0.308634
C: -4.011857 2.596930 -1.147872
C: -5.314553 2.502947 -0.680429
C: -5.555524 2.108305 0.627736
C: -4.491985 1.821500 1.473473
C: -3.188967 1.916670 1.010603
H: -2.894952 0.053516 -1.723998
H: -1.598836 -1.118356 -2.064143
H: -3.916734 0.817163 -3.726788
H: -3.779076 1.648463 -6.045490
H: -1.593686 1.762389 -7.192881
H: 0.452720 1.020681 -6.025640
H: 0.319841 0.167927 -3.715076
H: -1.462348 2.907373 -1.773446
H: -0.868279 2.881268 -0.108640
H: -3.823028 2.921670 -2.163947
H: -6.140536 2.750083 -1.333645
H: -6.570872 2.043975 0.994567
H: -4.680252 1.542903 2.502029
H: -2.354878 1.720701 1.675550
C: 1.896326 -2.775561 -3.615702
N: 1.875643 -3.631626 -2.435375
C: 1.646100 -3.226688 -1.190525
N: 1.644500 -4.120482 -0.214225
S: 1.358559 -1.549762 -0.933365
H: 2.395116 -3.316670 -4.414744
H: 2.456771 -1.866773 -3.409834
H: 0.886617 -2.515182 -3.934311
H: 2.007010 -4.619969 -2.587255
H: 1.744738 -5.102291 -0.417581
H: 1.426689 -3.858869 0.740892

Cartesian forces (eV/Å) of the 6 atoms listed first:
Ir 0.5 -0.1 0.3
F 0.0 0.0 0.0
C 0.0 0.0 0.0
F 0.0 0.0 0.0
F 0.0 0.0 0.0
C 0.0 0.0 0.0

Calculated values
Lowest unoccupied orbital energy (alpha / beta) (eV): -4.9 / -7.0
Total charge: +2
Electronic energy (a.u.): -3127.41537
Spin multiplicity: 2



[3]
This record from the Open Molecules 2025 dataset describes a molecular structure, C24H48O20PS4Tl. The level of theory is the ωB97M-V functional and the def2-TZVPD basis.

Positions of all 98 atoms, in Å:
Tl: 2.098016 -0.783454 -5.317226
P: 0.519206 -0.696284 -0.779436
O: 0.057416 -0.577364 0.694994
O: 1.645876 0.343566 -1.129626
O: -0.503104 -0.261964 -1.877906
O: 0.987956 -2.083964 -1.394686
C: 2.420686 -0.622594 5.690824
C: 3.275156 -0.043104 4.540294
C: 2.944636 1.373116 4.052594
O: 4.103656 2.121826 4.427514
C: 5.057296 1.366576 4.895434
O: 6.180896 1.735246 5.142124
O: 4.628496 0.109516 5.001244
H: 2.971796 -1.502564 6.022534
H: 1.410416 -0.909564 5.399124
H: 2.322996 0.124736 6.478254
H: 3.230316 -0.627864 3.621524
H: 2.056606 1.606776 4.639884
H: 2.841646 1.418266 2.968414
C: -1.560084 5.156416 -1.910496
C: -2.036934 4.865616 -0.494986
C: -0.991484 4.994326 0.610334
O: -1.563014 5.925256 1.551914
C: -2.679364 6.450346 1.036714
O: -3.389444 7.372676 1.556264
O: -3.067054 5.757886 -0.040706
H: -2.326114 4.986716 -2.667146
H: -0.746984 4.524416 -2.267616
H: -1.151024 6.150536 -2.090766
H: -2.367824 3.834696 -0.620816
H: -0.027864 5.289076 0.194834
H: -0.958074 3.984926 1.020304
C: -5.555534 -1.416224 -0.226576
C: -5.162204 -2.696604 -0.944196
C: -4.143494 -3.579874 -0.264116
O: -4.758844 -4.796304 -0.097186
C: -5.906624 -4.819854 -0.713936
O: -6.671284 -5.800354 -0.780416
O: -6.295094 -3.561374 -1.036296
H: -5.837304 -1.565964 0.815674
H: -6.435364 -0.961214 -0.681526
H: -4.705684 -0.734284 -0.198156
H: -4.779574 -2.436104 -1.931026
H: -3.882924 -2.986934 0.612594
H: -3.246544 -3.493084 -0.877326
C: 0.350536 -7.474794 0.224104
C: 1.318896 -6.825314 1.271754
C: 0.718996 -5.888624 2.382404
O: 1.235376 -6.411614 3.579264
C: 1.925516 -7.566084 3.354074
O: 2.480116 -8.239404 4.246084
O: 1.830586 -7.885664 1.996014
H: -0.132894 -6.784284 -0.466976
H: -0.383144 -8.200044 0.575994
H: 0.878366 -7.991984 -0.577156
H: 2.135096 -6.377094 0.705184
H: -0.363034 -5.817094 2.271984
H: 1.145366 -4.894144 2.250824
C: -3.854794 1.230126 5.277474
S: -5.558924 1.056556 5.967684
O: -5.457754 0.335066 7.297664
C: -5.875304 2.882536 6.100894
H: -3.990804 1.856086 4.395564
H: -3.413844 0.329486 4.850214
H: -3.139964 1.736116 5.926374
H: -6.837324 2.998616 6.600054
H: -5.962714 3.289636 5.093554
H: -5.173294 3.513436 6.646084
C: 7.339226 4.799376 -4.299666
S: 5.649996 5.098896 -5.004246
O: 5.086766 3.772216 -5.437616
C: 4.781826 5.407186 -3.420496
H: 7.487556 5.476166 -3.458206
H: 8.156766 5.006396 -4.990216
H: 7.372526 3.749816 -4.007406
H: 4.489416 4.488046 -2.912786
H: 3.832826 5.926446 -3.554256
H: 5.346866 6.081196 -2.776666
C: 6.191106 -2.308754 -0.866706
S: 7.281656 -1.349964 -1.949256
O: 6.395496 -0.679354 -2.964166
C: 7.510256 -0.028974 -0.674236
H: 5.400336 -1.602684 -0.613206
H: 6.760876 -2.556384 0.028924
H: 5.785036 -3.174794 -1.389376
H: 7.871286 -0.444894 0.266394
H: 6.538386 0.385916 -0.406966
H: 8.199416 0.791736 -0.873236
C: -5.302974 -0.747734 -8.509456
S: -4.335674 -0.727764 -6.935226
O: -2.860494 -0.560814 -7.359516
C: -4.950334 0.815206 -6.086316
H: -4.936854 -1.559674 -9.137796
H: -5.099824 0.166086 -9.067806
H: -6.379044 -0.898914 -8.423936
H: -4.419144 0.952666 -5.144486
H: -6.008184 0.632236 -5.897686
H: -5.064344 1.683956 -6.734686

Cartesian forces (eV/Å) of the 6 atoms listed first:
Tl -0.1 0.1 0.5
P 0.6 -0.4 0.8
O 1.0 -0.7 -3.0
O -1.2 -0.6 0.1
O 0.7 -0.1 0.5
O -1.0 1.8 1.2

Calculated values
Lowest unoccupied orbital energy (eV): -4.0
Total charge: 0
Electronic energy (a.u.): -4554.34505
Spin multiplicity: 1